279
Properties=species:S:1:pos:R:3:mulliken_charge:R:1 method="wB97M-V/def2-TZVPD" total_energy_ha=-5046.169366 multiplicity=1 max_force_ev_per_a=3.044
C 4.4444 -10.1964 2.3748 -1.277
C 4.8192 -9.5359 1.0385 0.436
C 3.9548 -10.0934 -0.0715 -1.179
O 4.5370 -8.1223 1.1448 -0.527
H 5.1526 -9.9483 3.1653 0.322
H 4.5559 -11.2789 2.3115 0.351
H 3.4829 -9.8088 2.7114 0.339
H 5.8531 -9.7618 0.7775 0.255
H 4.3355 -11.0599 -0.4018 0.360
H 4.0310 -9.5107 -0.9895 0.322
H 2.8881 -10.0881 0.1527 0.296
H 5.1357 -7.6355 0.5737 0.300
C 0.7826 -4.6794 -2.5063 -1.347
C 2.0581 -4.2640 -3.1494 0.556
C 1.9808 -3.7247 -4.6301 -0.607
O 1.2443 -4.6845 -5.4613 -0.314
C 1.3623 -4.4708 -6.8674 -0.726
N 2.5149 -3.1747 -2.2887 -0.736
H 0.2116 -5.3656 -3.1317 0.360
H 0.0452 -3.8773 -2.5380 0.242
H 0.8951 -5.0615 -1.4917 0.419
H 2.7451 -5.1097 -3.1222 0.272
H 3.0138 -3.5824 -4.9473 0.339
H 1.5849 -2.7195 -4.7745 0.232
H 2.2760 -4.9151 -7.2623 0.309
H 1.3648 -3.4071 -7.1051 0.265
H 0.4900 -4.8743 -7.3816 0.233
H 2.4301 -3.5639 -1.3605 0.246
H 1.7998 -2.4639 -2.2306 0.245
C 3.2518 1.6107 -8.8520 -1.367
C 2.5315 2.0774 -10.1310 0.667
C 2.3763 0.8748 -11.1290 -0.944
O 1.9286 1.4025 -12.4198 -0.281
C 1.6838 0.4449 -13.3562 -0.734
N 1.3009 2.6528 -9.6758 -0.596
H 3.2350 2.2385 -7.9611 0.315
H 4.2973 1.4481 -9.1140 0.384
H 2.9475 0.6136 -8.5339 0.274
H 3.2338 2.8128 -10.5234 0.200
H 1.7656 0.0662 -10.7274 0.393
H 3.3413 0.4012 -11.3098 0.469
H 2.5677 -0.1837 -13.4643 0.313
H 1.5440 0.9570 -14.3082 0.240
H 0.8502 -0.1938 -13.0639 0.273
H 0.6888 2.5472 -10.4722 0.248
H 1.3688 3.6381 -9.4643 0.153
C -2.5371 8.9631 -2.8872 -1.191
C -3.6760 9.3849 -3.8483 0.393
C -3.4092 10.8312 -4.3404 -0.707
O -3.3917 11.5979 -3.1590 -0.255
C -3.0236 12.9315 -3.2879 -0.747
N -3.8201 8.3825 -4.8837 -0.599
H -2.7008 9.3566 -1.8839 0.296
H -1.5688 9.2761 -3.2778 0.280
H -2.5416 7.8733 -2.8636 0.368
H -4.6072 9.5030 -3.2943 0.250
H -4.2015 11.1757 -5.0049 0.388
H -2.4593 10.8473 -4.8748 0.330
H -2.8700 13.3197 -2.2810 0.239
H -3.8461 13.4780 -3.7493 0.286
H -2.1381 13.1312 -3.8913 0.309
H -4.6540 8.5328 -5.4334 0.265
H -4.0820 7.5000 -4.4681 0.100
C 2.7903 3.9637 0.1251 -0.826
O 2.0533 3.6769 1.3106 -0.160
C 1.8782 4.7911 2.2048 -0.726
C 1.1026 4.3070 3.4089 -0.453
N 0.6603 5.4323 4.2118 -0.408
C 0.0804 4.9527 5.5129 -0.687
C -1.3094 4.3452 5.2733 -0.598
O -1.2105 2.9785 5.3266 -0.305
C -2.3273 2.2442 4.8902 -0.625
H 3.1514 3.0212 -0.2864 0.220
H 3.6641 4.5622 0.3826 0.365
H 2.1166 4.4757 -0.5620 0.296
H 1.3478 5.5528 1.6332 0.388
H 2.8282 5.2798 2.4208 0.365
H 1.8199 3.7547 4.0161 0.188
H 0.2679 3.6152 3.2959 0.345
H 1.4762 5.9911 4.4170 0.258
H -0.0847 5.8236 6.1472 0.417
H 0.6628 4.3130 6.1759 0.351
H -1.8053 4.7020 4.3706 0.357
H -1.9577 4.6770 6.0843 0.476
H -2.6154 2.5847 3.8956 0.190
H -3.2277 2.2931 5.5026 0.324
H -1.9456 1.2434 4.6881 0.241
C -4.2771 -1.9369 -10.5145 -0.677
O -4.1350 -0.9078 -9.5049 -0.288
C -2.8568 -0.6327 -8.9706 -0.544
C -2.4696 -1.6153 -7.8941 -0.479
N -3.5901 -1.9001 -6.9617 -0.205
C -3.5562 -3.2424 -6.3937 -0.783
C -4.0142 -4.3888 -7.3987 -0.484
O -5.3701 -4.2468 -7.9408 -0.372
C -6.4124 -4.3062 -6.9286 -0.685
H -3.7824 -2.8681 -10.2383 0.230
H -3.8231 -1.5626 -11.4321 0.329
H -5.3078 -2.2142 -10.7357 0.225
H -3.0713 0.3063 -8.4603 0.153
H -2.1489 -0.3999 -9.7661 0.445
H -1.6404 -1.2222 -7.3060 0.394
H -2.1187 -2.5296 -8.3727 0.192
H -4.4490 -1.8332 -7.4888 0.314
H -4.2079 -3.2153 -5.5203 0.327
H -2.5598 -3.4747 -6.0177 0.363
H -3.9651 -5.3722 -6.9310 0.485
H -3.3621 -4.4231 -8.2715 0.229
H -6.2700 -5.1847 -6.2992 0.328
H -7.3563 -4.6004 -7.3875 0.269
H -6.4928 -3.3564 -6.3999 0.229
C 3.4568 -4.1127 14.7968 -0.823
O 4.1328 -3.0445 14.2374 -0.195
C 4.1273 -1.8653 15.0321 -0.607
C 4.7385 -0.6666 14.3609 -0.700
N 4.0168 -0.4072 13.0980 -0.410
C 4.7307 0.6985 12.4853 -0.620
C 4.1653 1.0120 11.1083 -0.728
O 4.2979 -0.1562 10.3221 -0.149
C 3.5786 -0.0875 9.1003 -0.910
H 2.4167 -4.0470 14.4772 0.325
H 3.5517 -4.2103 15.8783 0.331
H 3.9128 -5.0352 14.4375 0.202
H 4.7539 -1.9741 15.9173 0.387
H 3.0843 -1.6434 15.2581 0.378
H 5.8132 -0.8349 14.2907 0.397
H 4.5765 0.1707 15.0398 0.335
H 4.1919 -1.1955 12.4913 0.328
H 5.6965 0.2154 12.3368 0.317
H 4.8479 1.6016 13.0843 0.395
H 4.7913 1.7750 10.6456 0.416
H 3.1185 1.2958 11.2164 0.405
H 3.6437 -1.0026 8.5116 0.251
H 3.9529 0.7164 8.4664 0.319
H 2.5095 0.0529 9.2596 0.352
C -3.5083 -3.0284 3.3277 -0.829
O -4.2769 -2.5374 2.2175 -0.264
C -5.5757 -2.0213 2.5277 -0.715
C -6.1647 -1.1974 1.3803 -0.440
N -6.1222 -1.9936 0.1794 -0.431
C -6.3202 -1.1732 -1.0213 -0.571
C -7.6949 -0.4882 -1.1221 -0.541
O -7.8036 0.2563 -2.3252 -0.121
C -9.1128 0.7930 -2.4614 -0.883
H -2.4499 -3.2288 3.1614 0.252
H -3.8525 -3.9912 3.7055 0.321
H -3.5279 -2.3510 4.1814 0.330
H -5.7171 -1.3826 3.3996 0.401
H -6.2739 -2.8574 2.5675 0.337
H -5.5576 -0.2930 1.3408 0.310
H -7.2273 -0.9895 1.5058 0.339
H -5.1955 -2.3925 0.2260 0.308
H -6.0673 -1.9164 -1.7774 0.336
H -5.4648 -0.5003 -1.0805 0.303
H -7.7654 0.2679 -0.3401 0.348
H -8.4853 -1.2078 -0.9081 0.302
H -9.5520 1.1844 -1.5438 0.365
H -9.8423 0.1166 -2.9069 0.328
H -9.0780 1.6919 -3.0769 0.225
C 7.4198 -5.0252 11.7029 -0.699
O 8.2470 -4.2672 10.8046 -0.365
C 7.7223 -2.9493 10.5626 -0.324
C 8.8173 -2.3362 9.6439 -0.651
N 8.3877 -0.9315 9.3779 -0.120
C 9.3864 -0.1725 8.6299 -0.623
C 8.6387 1.0106 7.9322 -0.778
O 7.4417 0.8137 7.1736 -0.300
C 7.5274 -0.1358 6.1350 -0.672
H 6.3534 -5.0001 11.4788 0.244
H 7.5899 -4.6589 12.7153 0.293
H 7.6805 -6.0775 11.5899 0.298
H 7.5901 -2.4380 11.5161 0.311
H 6.7753 -2.9837 10.0240 0.303
H 8.8112 -2.9239 8.7259 0.279
H 9.8014 -2.4017 10.1077 0.305
H 7.4058 -0.8911 9.1447 0.169
H 9.8861 -0.8175 7.9072 0.340
H 10.1431 0.0948 9.3675 0.393
H 9.3498 1.6312 7.3869 0.453
H 8.4700 1.7619 8.7037 0.339
H 7.9111 -1.1389 6.3214 0.248
H 8.2205 0.2648 5.3953 0.330
H 6.5528 -0.2292 5.6560 0.232
C 2.7256 6.9641 -7.7752 -0.824
O 1.4549 6.9544 -8.3794 -0.190
C 0.7008 8.1711 -8.2596 -0.591
C 0.2794 8.5927 -9.6958 -0.894
N -0.6006 7.6599 -10.3840 -0.335
C -1.8030 7.3142 -9.6394 -0.494
C -2.7680 6.5806 -10.5233 -0.778
O -2.1587 5.3156 -10.8531 -0.220
C -2.8664 4.4874 -11.7428 -0.761
H 2.6148 7.1639 -6.7094 0.353
H 3.3568 7.7551 -8.1802 0.335
H 3.2784 6.0379 -7.9318 0.168
H 1.2631 9.0007 -7.8311 0.475
H -0.1559 7.9861 -7.6115 0.358
H 1.2390 8.6060 -10.2125 0.380
H -0.1524 9.5913 -9.6291 0.421
H -0.0342 6.8294 -10.4818 0.296
H -2.2250 8.2046 -9.1734 0.446
H -1.4065 6.6772 -8.8487 0.317
H -3.0406 7.2061 -11.3734 0.376
H -3.6677 6.3125 -9.9693 0.364
H -2.2216 3.6987 -12.1306 0.197
H -3.2081 5.0063 -12.6384 0.308
H -3.6786 3.9907 -11.2121 0.289
C -3.6467 4.0346 -0.6517 -0.649
O -4.9602 3.5291 -0.9037 -0.311
C -5.5711 4.1167 -2.0634 -0.475
C -4.9465 3.5823 -3.4175 -0.384
N -5.8552 3.8437 -4.5415 -0.294
C -5.3612 3.3030 -5.7990 -0.516
C -6.4128 3.3801 -6.8986 -0.760
O -7.6244 2.6346 -6.7489 -0.367
C -7.5974 1.2647 -7.0166 -0.758
H -3.6186 5.1151 -0.5110 0.344
H -2.9152 3.9162 -1.4510 0.197
H -3.2281 3.5759 0.2441 0.232
H -5.4180 5.1937 -1.9942 0.250
H -6.6355 3.8845 -2.0990 0.280
H -4.9003 2.4952 -3.3530 0.356
H -3.9344 3.9134 -3.6498 0.297
H -6.7628 3.4200 -4.4121 0.276
H -4.9919 2.2777 -5.7795 0.299
H -4.5589 3.8531 -6.2908 0.285
H -5.9406 3.0246 -7.8145 0.421
H -6.6540 4.4220 -7.1090 0.353
H -7.5337 1.0138 -8.0754 0.317
H -8.5893 0.8676 -6.8010 0.288
H -6.8813 0.6948 -6.4245 0.304
C 2.1884 -2.2402 2.0862 -0.794
O 1.1380 -1.8772 1.1866 -0.175
C 0.6195 -0.5872 1.3932 -0.507
C -0.4725 -0.2671 0.2848 -0.828
N 0.1751 0.0747 -1.0313 -0.073
C -0.7804 0.1291 -2.1770 -0.460
C -0.3235 1.1188 -3.2423 -0.803
O -0.1314 2.3981 -2.6458 -0.102
C 0.3220 3.3507 -3.6562 -0.891
H 2.6447 -3.1458 1.6865 0.205
H 1.8733 -2.4746 3.1030 0.291
H 2.9352 -1.4466 2.1124 0.338
H 1.4211 0.1505 1.3572 0.271
H 0.0966 -0.6261 2.3488 0.371
H -1.1785 0.5109 0.5752 0.445
H -1.0921 -1.1535 0.1487 0.414
H 0.6643 0.9576 -0.9962 0.137
H -1.7986 0.3797 -1.8791 0.129
H -0.8865 -0.8657 -2.6098 0.336
H -0.9392 1.0474 -4.1389 0.544
H 0.6748 0.8439 -3.5830 0.323
H 0.7468 4.2421 -3.1946 0.244
H -0.5132 3.7384 -4.2395 0.263
H 1.0593 2.9206 -4.3341 0.343
C -0.3344 -11.7061 11.0865 -0.781
O 0.2525 -10.4721 10.6075 -0.285
C 1.1328 -9.9251 11.5418 -0.603
C 1.8481 -8.6668 10.9394 -0.659
N 0.8064 -7.6415 10.7742 -0.396
C 1.3281 -6.3982 10.1945 -0.627
C 1.5123 -6.5755 8.7199 -0.561
O 0.2783 -6.9039 8.0734 -0.350
C 0.4781 -7.4047 6.7534 -0.752
H -1.1530 -12.0781 10.4703 0.248
H -0.7339 -11.6903 12.1005 0.303
H 0.4570 -12.4509 11.0029 0.313
H 1.8876 -10.6169 11.9157 0.450
H 0.5748 -9.6154 12.4255 0.330
H 2.3839 -8.7854 9.9976 0.311
H 2.5786 -8.2150 11.6105 0.386
H 0.1871 -8.0777 10.1062 0.316
H 2.2649 -6.1436 10.6903 0.333
H 0.5663 -5.6240 10.2862 0.319
H 2.2205 -7.3882 8.5585 0.324
H 1.9455 -5.6835 8.2675 0.495
H -0.4210 -7.8324 6.3098 0.280
H 1.1276 -8.2795 6.7840 0.313
H 0.8266 -6.6497 6.0487 0.293